[1]
{"formula": "C24H64O8", "method": "wB97M-V/def2-TZVPD", "symbols": ["C", "C", "C", "O", "H", "H", "H", "H", "H", "H", "H", "H", "C", "C", "C", "O", "H", "H", "H", "H", "H", "H", "H", "H", "C", "C", "C", "O", "H", "H", "H", "H", "H", "H", "H", "H", "C", "C", "C", "O", "H", "H", "H", "H", "H", "H", "H", "H", "C", "C", "C", "O", "H", "H", "H", "H", "H", "H", "H", "H", "C", "C", "C", "O", "H", "H", "H", "H", "H", "H", "H", "H", "C", "C", "C", "O", "H", "H", "H", "H", "H", "H", "H", "H", "C", "C", "C", "O", "H", "H", "H", "H", "H", "H", "H", "H"], "positions_angstrom": [[17.615490, -13.694940, -16.260020], [16.385870, -14.181230, -15.414750], [15.093350, -13.834360, -16.130670], [16.539790, -15.584680, -15.243560], [17.543020, -12.654300, -16.576100], [17.636190, -14.202510, -17.224410], [18.570210, -13.863220, -15.761730], [16.334650, -13.590460, -14.500160], [14.246480, -14.416070, -15.766620], [15.207720, -14.097490, -17.182230], [14.844890, -12.779390, -16.014910], [17.464550, -15.694120, -15.010230], [17.134350, -16.385280, -18.079780], [16.184090, -17.519960, -17.682250], [14.837600, -16.951800, -17.170450], [15.881660, -18.373210, -18.774030], [17.840690, -16.369720, -17.249740], [16.555320, -15.461930, -18.063800], [17.555990, -16.576840, -19.066510], [16.545940, -18.136660, -16.859540], [15.071740, -16.250050, -16.369940], [14.202280, -17.730330, -16.748110], [14.275380, -16.451040, -17.958640], [15.738510, -19.288350, -18.521790], [11.641970, -8.968520, -16.448220], [12.329440, -10.280040, -16.950800], [13.365420, -10.773640, -15.971330], [11.489560, -11.310270, -17.204440], [10.988940, -8.686210, -17.274020], [12.309820, -8.131130, -16.246110], [10.997970, -9.068580, -15.574520], [12.863010, -10.056600, -17.874640], [14.112530, -11.470090, -16.351960], [12.887920, -11.277620, -15.131030], [13.841510, -9.864600, -15.603790], [11.895810, -11.899150, -17.844580], [20.516900, -16.795400, -14.243670], [19.243240, -16.628830, -15.032850], [18.335740, -17.829010, -15.018780], [18.463700, -15.582250, -14.553440], [21.179150, -17.474340, -14.780840], [20.373980, -17.158240, -13.225820], [21.181070, -15.932440, -14.291440], [19.502330, -16.341170, -16.051780], [18.161130, -18.085880, -13.973970], [18.608930, -18.701810, -15.611860], [17.334440, -17.586200, -15.374500], [19.049140, -14.855290, -14.328960], [15.485620, -11.421380, -11.617980], [16.389080, -11.896330, -12.718770], [15.957480, -11.287310, -14.053330], [17.675440, -11.486730, -12.393120], [15.726430, -11.961350, -10.702260], [14.459840, -11.737770, -11.807080], [15.634730, -10.373640, -11.356980], [16.324690, -12.978010, -12.836750], [16.534820, -11.688170, -14.886450], [16.051530, -10.209660, -14.187220], [14.944530, -11.575250, -14.334650], [17.602970, -10.624120, -11.978070], [20.214420, -12.149860, -15.255270], [19.214660, -11.589160, -14.269500], [18.358060, -10.567350, -14.970910], [18.368850, -12.641220, -13.814880], [21.034070, -12.678800, -14.768960], [20.683010, -11.344860, -15.821390], [19.747800, -12.693040, -16.077050], [19.809890, -11.184170, -13.451100], [18.867480, -9.697230, -15.385020], [17.672290, -10.106130, -14.260200], [17.723580, -11.104150, -15.676160], [17.786130, -12.306200, -13.129470], [17.490720, -13.043190, -19.331850], [16.349740, -13.465970, -20.260490], [14.941740, -13.761900, -19.645740], [16.351560, -12.733120, -21.439730], [17.241640, -12.100400, -18.844810], [18.469450, -12.883230, -19.784180], [17.780220, -13.724710, -18.531960], [16.624570, -14.466830, -20.593420], [14.324030, -12.898760, -19.397690], [14.930480, -14.522370, -18.864940], [14.434030, -14.247550, -20.479090], [16.007240, -13.314460, -22.121710], [14.965590, -14.944200, -12.795420], [15.436460, -16.289600, -13.230060], [14.876750, -17.388910, -12.394370], [15.067300, -16.560930, -14.538270], [13.897330, -14.888240, -13.004680], [15.541620, -14.165750, -13.295730], [15.055050, -14.660440, -11.746810], [16.522620, -16.367530, -13.182160], [15.367850, -17.439980, -11.422610], [14.869430, -18.386470, -12.833600], [13.864710, -17.077790, -12.135380], [15.732830, -16.033440, -14.985950]], "forces_ev_per_a": [[-0.73, -0.33, -0.07], [1.05, 1.35, -1.76], [-0.07, -0.61, -0.45], [5.32, 9.29, -7.22], [-0.09, -0.01, 0.42], [-0.16, -0.38, 1.20], [-0.87, 0.28, -0.42], [0.77, -0.84, -0.24], [0.02, 0.02, 0.25], [-0.20, 0.38, 0.23], [0.47, -0.60, -0.10], [-0.32, 0.11, -0.04], [-0.75, -1.09, 0.48], [-2.31, -0.13, 0.34], [0.67, 0.16, 0.09], [0.53, -0.22, -1.30], [0.42, 0.44, -0.68], [0.32, -0.19, -0.25], [0.26, 0.08, 0.20], [0.40, 0.09, -0.25], [-0.85, -0.56, -1.18], [0.09, -0.04, -0.01], [0.15, -0.01, -0.29], [0.02, 0.19, 0.35], [-0.62, -0.87, -0.99], [2.21, 1.50, 0.89], [0.30, 0.97, 0.71], [-2.72, -1.48, -0.64], [-0.15, 0.33, 0.07], [0.35, -0.32, -0.19], [0.13, -0.47, 0.10], [0.10, 0.62, -0.21], [-0.38, 0.61, -0.46], [-0.20, 0.09, 0.09], [0.55, -0.23, 0.30], [-0.08, -0.05, 0.04], [0.90, -0.35, -0.53], [1.17, -1.11, -0.96], [-0.83, -0.51, 0.35], [6.69, 0.27, 4.03], [-0.31, -0.68, 0.07], [-0.06, 0.17, -0.03], [-0.47, 0.64, 0.45], [0.29, -0.28, -0.34], [0.19, -0.41, 0.08], [0.61, 0.14, 0.21], [0.28, 0.13, 0.06], [-0.36, 0.83, 0.36], [-0.46, -1.34, 1.05], [-4.41, 2.13, -0.04], [-1.20, -0.80, -1.07], [-1.27, 6.20, 7.66], [0.26, -0.10, 0.17], [-0.17, 0.68, -0.16], [-0.45, 0.21, -0.47], [0.51, 0.54, 0.69], [-0.53, -0.14, 0.73], [-0.59, -0.09, 0.71], [-0.18, 0.05, 0.78], [0.06, 0.25, 0.27], [0.64, 0.40, -0.76], [0.03, -0.86, -0.62], [0.11, 1.39, 0.51], [3.88, -4.32, -5.09], [-0.18, -0.42, -0.07], [0.22, 0.41, 0.34], [0.26, -0.24, 0.48], [-0.21, 0.32, 0.31], [0.50, -0.39, -0.44], [0.75, 0.00, -0.30], [0.80, 0.79, -0.43], [3.31, -2.83, -2.83], [0.03, 0.93, 0.22], [0.78, -2.59, 1.14], [0.29, 0.32, -1.24], [-0.40, 1.31, -0.52], [-0.03, 0.18, 0.14], [-0.30, 0.11, -0.90], [-0.84, 0.01, -0.98], [0.28, -0.51, 0.29], [0.28, 0.19, 0.32], [0.26, 0.36, -0.11], [-0.35, -0.02, -0.08], [-0.07, 0.19, -0.15], [-0.31, 1.09, 0.56], [0.10, -1.96, 0.01], [-0.69, 0.01, 1.70], [-8.78, -5.64, 5.31], [-0.04, 0.26, -0.34], [-1.04, -0.70, -0.08], [0.24, -0.60, 0.44], [0.42, 0.28, 0.39], [0.27, -0.11, 0.17], [0.11, 0.28, -0.27], [-0.43, -0.46, -0.16], [-3.18, -1.67, 0.02]], "total_charge": 0, "total_energy_ev": -42291.80361, "relative_energy_ev": 14.755, "homo_lumo_gap_ev": 8.50}

=====

[2]
{"formula": "C24H65Fe2N3O21P2", "method": "wB97M-V/def2-TZVPD", "symbols": ["Fe", "Fe", "P", "O", "O", "O", "O", "P", "O", "O", "O", "O", "C", "C", "C", "O", "C", "N", "H", "H", "H", "H", "H", "H", "H", "H", "H", "H", "H", "C", "C", "O", "O", "H", "H", "H", "H", "H", "H", "C", "C", "O", "O", "H", "H", "H", "H", "H", "H", "C", "C", "O", "O", "H", "H", "H", "H", "H", "H", "C", "C", "O", "O", "H", "H", "H", "H", "H", "H", "C", "O", "C", "C", "N", "C", "C", "O", "C", "H", "H", "H", "H", "H", "H", "H", "H", "H", "H", "H", "H", "H", "H", "H", "C", "O", "C", "C", "N", "C", "C", "O", "C", "H", "H", "H", "H", "H", "H", "H", "H", "H", "H", "H", "H", "H", "H", "H"], "positions_angstrom": [[2.868144, -1.685648, -0.241631], [-0.890254, 1.959758, -0.679425], [0.235191, 0.156566, 0.008042], [-1.200232, 0.411795, 0.470710], [1.027006, -1.148381, 0.343731], [0.828187, 1.562176, 0.377472], [0.198722, 0.512531, -1.458093], [3.768163, -3.992600, 0.538300], [3.246190, -2.760908, 1.390624], [3.129702, -3.493993, -0.814607], [3.204118, -5.124868, 1.399902], [5.306068, -4.157555, 0.656670], [-3.825274, 0.190263, -1.891761], [-3.036930, 1.233014, -2.704519], [-3.733100, 1.720803, -4.011252], [-2.930764, 2.595537, -4.694015], [-3.399257, 3.076942, -5.950053], [-2.726381, 2.307714, -1.791615], [-4.044856, -0.677346, -2.513962], [-4.802329, 0.555235, -1.575116], [-3.265377, -0.130777, -1.013383], [-2.120411, 0.694599, -2.945773], [-4.681255, 2.224889, -3.824221], [-3.912866, 0.805667, -4.575442], [-2.743694, 3.800780, -6.434194], [-4.320415, 3.651959, -5.855594], [-3.507612, 2.188480, -6.572130], [-3.622464, 2.456708, -1.350098], [-2.805794, 3.009998, -2.513140], [1.565034, 2.381722, 3.824739], [2.814164, 2.964049, 3.063536], [2.528411, 3.392667, 1.703632], [1.180366, 1.204873, 3.246021], [0.649614, 2.971600, 3.778337], [1.787362, 2.273401, 4.886304], [3.638173, 2.250622, 3.052095], [3.226558, 3.824021, 3.591231], [1.867535, 2.790469, 1.354064], [0.808603, 1.387349, 2.379940], [-3.328936, 0.148745, 2.868512], [-3.919945, -0.683568, 4.020451], [-4.134316, 0.164008, 5.075204], [-3.108333, -0.716293, 1.769338], [-2.386478, 0.629764, 3.130235], [-3.997097, 0.938932, 2.526077], [-3.174592, -1.377577, 4.408899], [-4.768350, -1.277409, 3.680339], [-4.940125, 0.657487, 4.905664], [-2.428721, -0.300238, 1.233955], [5.409679, 0.049400, -0.293038], [4.410327, 1.015717, 0.197867], [3.246132, 0.353079, 0.640389], [4.777845, -0.873777, -1.171420], [5.775427, -0.589428, 0.510851], [6.310662, 0.542539, -0.657906], [4.198855, 1.741147, -0.587707], [4.708765, 1.499976, 1.127661], [2.496336, 0.943226, 0.745967], [5.412044, -1.196811, -1.815663], [0.425148, -2.439304, -3.285965], [1.725429, -1.586238, -3.389262], [2.185712, -0.999402, -2.184465], [-0.684257, -1.602536, -3.008477], [0.584638, -3.147012, -2.472435], [0.170929, -2.982287, -4.196263], [1.545464, -0.803725, -4.126409], [2.599960, -2.112039, -3.772446], [1.647901, -0.209113, -2.096184], [-0.392574, -0.937877, -2.380175], [-2.084339, 3.692960, 1.911907], [-1.373294, 3.514570, 0.678439], [-0.720993, 4.679124, 0.258452], [0.327572, 4.483716, -0.918179], [-0.135200, 3.547968, -1.954432], [1.073704, 3.013248, -2.626662], [0.801174, 2.295296, -3.973667], [0.542885, 3.294346, -4.960129], [0.757248, 2.829120, -6.320363], [-2.711934, 4.568326, 1.744716], [-1.310604, 3.663632, 2.679099], [-2.712024, 2.823031, 2.105170], [-0.222566, 5.208996, 1.070195], [-1.455987, 5.400595, -0.098422], [1.170293, 4.083047, -0.354811], [0.606633, 5.350349, -1.517493], [-0.763362, 4.015577, -2.592278], [1.570358, 2.322934, -1.944825], [1.935339, 3.664600, -2.773067], [-0.046365, 1.610764, -3.939109], [1.678078, 1.683625, -4.185792], [0.454665, 3.515529, -7.111175], [0.122522, 1.948224, -6.416509], [1.796947, 2.536996, -6.468027], [0.806938, -6.994840, 3.079277], [0.754143, -5.676589, 2.583598], [-0.044312, -5.552484, 1.392344], [-0.036891, -4.084018, 0.863291], [0.376434, -3.116187, 1.878668], [-0.792797, -2.726554, 2.679987], [-0.925305, -3.452325, 4.004546], [0.303447, -3.517068, 4.711724], [0.249611, -3.579249, 6.083948], [1.716396, -7.081795, 3.673775], [1.004402, -7.769845, 2.338686], [-0.122451, -7.267789, 3.579122], [-1.044186, -5.953327, 1.558756], [0.341541, -6.116889, 0.543431], [-1.063018, -3.861015, 0.570978], [0.609869, -4.025032, -0.012104], [0.577794, -2.356044, 1.244835], [-1.689672, -2.911884, 2.088906], [-0.777547, -1.648466, 2.839984], [-1.336592, -4.461726, 3.996777], [-1.591210, -2.946583, 4.703754], [-0.364035, -2.793202, 6.524016], [1.275667, -3.534779, 6.449092], [-0.204550, -4.552384, 6.270649]], "forces_ev_per_a": [[0.03, 0.50, 0.32], [-1.50, 2.65, -1.05], [2.82, -2.50, 2.32], [-1.52, -2.00, 1.27], [-2.72, 4.16, -0.88], [2.10, 0.68, 2.74], [-0.44, -1.79, -4.73], [1.46, 2.80, 2.55], [1.28, -0.25, 0.22], [0.92, -2.64, -0.98], [-0.41, -1.30, -1.04], [-1.87, -0.03, -1.22], [-0.43, -0.20, -1.03], [-0.63, -2.41, -0.08], [-0.42, -1.45, 0.95], [1.94, 1.81, -0.55], [-0.26, -0.55, 0.39], [-1.08, 1.00, -1.03], [0.19, -0.19, 0.07], [-0.09, 0.33, 0.15], [0.08, 0.06, -0.09], [0.23, 0.28, -0.52], [-0.52, -0.17, 0.41], [-0.25, -0.13, -0.35], [0.71, -0.40, 0.48], [-0.53, -0.39, 0.18], [-0.35, 0.23, -0.47], [-0.14, 0.10, 1.00], [1.11, 1.59, 0.39], [0.81, 1.19, -0.84], [-0.81, 0.65, 0.11], [0.28, 0.18, 1.30], [0.00, -2.08, 0.23], [0.34, 1.34, 0.09], [0.24, -0.39, -0.02], [-0.28, -0.54, 0.01], [-0.23, 0.31, 0.00], [-0.37, -0.55, -0.46], [-0.14, -0.07, -0.53], [0.16, -1.43, -0.95], [1.73, -0.10, -1.35], [-1.27, 1.12, 1.79], [-1.17, -0.24, 0.68], [0.13, -0.04, 0.54], [-0.62, 0.36, 0.40], [0.12, -0.19, -0.51], [-0.30, 0.15, 0.01], [-0.03, 0.18, 0.12], [0.81, 0.02, -0.55], [0.89, -1.71, 1.14], [-0.91, 0.96, 1.06], [0.59, -1.35, -0.78], [0.23, 0.88, -0.80], [-0.02, 0.18, 0.53], [-0.22, 0.19, -0.64], [-0.23, 0.25, -0.02], [1.03, 0.61, -0.45], [-0.45, 0.52, -0.14], [-0.16, -0.35, 0.07], [0.88, 0.66, 0.78], [0.17, -0.79, -0.94], [-0.12, -0.05, -1.03], [-0.34, -0.36, -0.63], [-0.04, -0.24, 0.08], [0.41, 0.05, -0.14], [-0.19, 0.34, -0.07], [-0.30, -0.65, -0.04], [-0.48, 0.54, 0.63], [0.06, 0.53, 0.53], [0.44, -0.79, -0.67], [0.14, -0.24, -0.29], [0.38, 2.00, -1.61], [-0.95, -0.61, 1.18], [1.51, -0.63, 0.42], [0.25, -1.26, -0.91], [-0.16, 0.75, 0.71], [0.55, 0.46, -1.18], [-0.54, -0.82, 1.38], [0.15, 0.25, 0.84], [-0.36, 0.86, 0.42], [0.02, -0.03, -0.40], [0.29, -0.36, 0.27], [-0.56, 0.09, -0.05], [0.40, -0.21, -0.77], [0.03, 0.82, 1.11], [0.12, 0.07, -0.29], [-0.67, -0.44, 0.15], [-0.52, 1.22, -0.38], [-0.17, -0.09, 0.27], [0.28, 0.11, -0.30], [-0.01, 0.52, 0.60], [0.07, -0.31, -0.37], [0.12, 0.03, 0.01], [0.59, 0.30, -0.55], [-0.73, -0.52, -1.08], [0.81, 0.46, 0.07], [0.01, -1.08, 1.45], [-1.36, -0.70, -0.39], [0.63, -0.29, -0.34], [0.50, -0.19, 1.72], [1.01, 1.10, -1.69], [-0.42, -0.80, -0.50], [-0.36, 0.31, 0.68], [-0.27, 0.06, -0.77], [-0.04, -0.06, 0.47], [-0.42, 0.17, 0.35], [0.47, -0.64, 0.20], [-0.37, -0.02, -0.57], [0.19, 0.09, 0.17], [0.33, 0.33, 1.14], [-0.56, 0.01, 0.17], [0.25, 0.08, 0.27], [-0.01, -0.42, -0.76], [-0.63, 0.63, -0.25], [-0.12, 0.28, 0.22], [-0.12, -0.03, 0.14], [-0.07, -0.30, 1.09]], "total_charge": -1, "total_energy_ev": -160762.87434, "multiplicity": 10, "homo_lumo_gap_ev": [5.50, 4.79]}